## i
ORCA calculation (ωB97M-V/def2-TZVPD) on C18H18Cl3N3OPtS3 as an isolated structure.

```
47
Properties=species:S:1:pos:R:3:lowdin_charge:R:1
Pt -0.430 -0.553 1.202 1.064
C -4.025 0.178 1.371 -0.055
C -3.469 -1.176 1.595 -0.583
N -2.197 -1.532 1.552 -0.110
C -2.049 -2.888 1.834 -0.316
C -3.202 -3.539 2.088 -0.279
S -4.514 -2.462 1.974 1.204
C -0.700 -3.406 1.779 -0.320
C -0.248 -4.665 1.967 -0.278
S 1.437 -4.708 1.743 1.206
C 1.483 -3.042 1.409 -0.574
N 0.285 -2.484 1.466 -0.089
C 2.794 -2.409 1.098 -0.073
H -3.220 0.891 1.279 -0.001
H -4.657 0.476 2.207 0.111
H -4.631 0.199 0.465 0.112
H -3.342 -4.580 2.326 0.104
H -0.817 -5.546 2.215 0.103
H 3.569 -3.173 1.071 0.092
H 3.068 -1.693 1.871 0.061
H 2.770 -1.918 0.126 0.086
Cl 4.549 0.745 2.660 0.700
C 3.791 1.306 1.165 -1.598
Cl 3.641 3.049 1.144 0.719
Cl 4.654 0.703 -0.253 0.686
C 2.445 0.708 1.127 -0.293
N 1.404 0.246 1.099 0.031
C 1.774 1.957 -4.810 -0.025
C 1.124 1.879 -3.459 -0.240
C 0.257 0.834 -3.135 -0.012
C -0.344 0.761 -1.889 -0.090
C -0.075 1.752 -0.959 -0.424
C 0.766 2.811 -1.252 -0.072
C 1.366 2.862 -2.501 -0.005
S -0.826 1.735 0.676 0.759
C -2.353 2.571 0.190 -0.168
O -0.096 2.624 1.564 -0.419
H 1.453 1.142 -5.456 0.085
H 2.860 1.914 -4.721 0.094
H 1.525 2.898 -5.301 0.097
H 0.047 0.070 -3.872 0.125
H -1.029 -0.054 -1.670 0.102
H 0.955 3.577 -0.512 0.110
H 2.026 3.688 -2.738 0.133
H -1.972 3.437 -0.347 0.087
H -2.905 2.871 1.079 0.082
H -2.942 1.940 -0.470 0.074
```

lowest unoccupied orbital energy: -0.233 Eh
charge: +2
HOMO level: -14.7308 eV
Kohn-Sham gap: 8.4 eV

=====

## ii
ORCA calculation (ωB97M-V/def2-TZVPD) on C18H18Cl3N3OPtS3 as an isolated structure.

```
47
Properties=species:S:1:pos:R:3:lowdin_charge:R:1
Pt -0.340 -0.130 0.637 1.118
C -2.144 0.457 -2.193 -0.052
C -2.296 1.470 -1.129 -0.592
N -1.607 1.422 -0.022 -0.095
C -1.837 2.488 0.815 -0.304
C -2.765 3.364 0.323 -0.278
S -3.332 2.848 -1.208 1.183
C -1.022 2.550 2.010 -0.314
C -1.000 3.460 3.032 -0.285
S 0.230 3.075 4.159 1.176
C 0.668 1.695 3.207 -0.587
N -0.075 1.568 2.148 -0.031
C 1.776 0.776 3.536 -0.052
H -1.409 -0.287 -1.865 0.055
H -1.796 0.923 -3.114 0.102
H -3.088 -0.040 -2.405 0.101
H -3.120 4.271 0.768 0.095
H -1.646 4.301 3.185 0.093
H 2.064 0.865 4.578 0.091
H 2.650 1.013 2.928 0.104
H 1.475 -0.248 3.311 0.070
Cl -3.102 -4.936 1.463 0.660
C -3.199 -3.313 2.205 -1.556
Cl -4.908 -2.770 2.293 0.664
Cl -2.450 -3.326 3.828 0.655
C -2.513 -2.383 1.362 -0.344
N -2.007 -1.636 0.646 0.137
C -0.356 -5.929 -3.360 -0.029
C 0.203 -4.821 -2.545 -0.242
C 1.090 -3.907 -3.122 -0.010
C 1.694 -2.924 -2.364 -0.068
C 1.427 -2.868 -1.004 -0.418
C 0.509 -3.727 -0.414 -0.096
C -0.101 -4.695 -1.184 -0.017
S 2.304 -1.677 0.018 1.010
C 3.445 -2.807 0.865 -0.177
O 1.298 -1.381 1.131 -0.714
H -0.133 -5.781 -4.413 0.087
H -1.430 -6.028 -3.224 0.092
H 0.094 -6.872 -3.041 0.103
H 1.312 -3.977 -4.175 0.125
H 2.394 -2.237 -2.810 0.117
H 0.321 -3.659 0.648 0.104
H -0.799 -5.377 -0.721 0.106
H 2.911 -3.654 1.284 0.073
H 3.926 -2.235 1.652 0.063
H 4.191 -3.140 0.150 0.077
```

lowest unoccupied orbital energy: -0.284 Eh
charge: +2
HOMO level: -14.4923 eV
Kohn-Sham gap: 6.8 eV

=====

Computed relative energies in units of hartree: i 0.0000; ii 0.0416

=====

## i
ORCA calculation (ωB97M-V/def2-TZVPD) on one molecule with the formula C5H8N4.

```
17
Properties=species:S:1:pos:R:3:lowdin_charge:R:1
H -0.624 -2.753 -0.164 0.062
N -1.210 -1.909 -0.176 0.130
C -0.473 -0.919 0.054 -0.365
C 0.961 -0.686 0.535 -0.218
N 2.351 -0.796 0.103 0.097
C 1.524 0.277 -0.416 -0.301
C 1.070 1.674 -0.055 -0.035
C -0.275 1.600 0.091 -0.080
N -1.019 0.387 0.024 -0.153
N -2.420 0.537 -0.034 0.057
H 0.841 -0.276 1.536 0.149
H 2.496 -1.530 -0.609 0.110
H 1.324 0.119 -1.500 0.159
H 1.608 2.598 -0.081 0.084
H -0.854 2.510 0.249 0.115
H -2.778 0.046 0.801 0.096
H -2.768 0.085 -0.894 0.093
```

lowest unoccupied orbital energy: 0.033 Eh
HOMO level: -8.4013 eV
Kohn-Sham gap: 9.3 eV

=====

## ii
ORCA calculation (ωB97M-V/def2-TZVPD) on C5H8N4 as an isolated structure.

```
17
Properties=species:S:1:pos:R:3:lowdin_charge:R:1
C -1.410 0.546 -0.036 -0.372
C 0.525 -0.953 -0.021 -0.010
C 1.386 0.132 -0.002 -0.251
C 0.765 1.399 -0.009 -0.105
C 2.940 -0.169 0.074 -0.006
H -3.691 -0.384 -0.734 -0.039
H -3.772 -0.092 0.894 0.134
H -1.524 -1.359 -0.245 0.050
H 1.197 -1.891 0.111 0.154
H 1.402 2.068 0.124 0.027
H 2.857 -1.046 -0.448 0.012
H 3.237 -0.363 0.939 -0.031
H 3.474 0.871 -0.657 0.202
N -3.320 -0.473 0.027 0.004
N -2.663 0.727 0.034 -0.048
N -0.865 -0.743 -0.033 0.124
N -0.536 1.730 -0.018 0.154
```

lowest unoccupied orbital energy: 0.009 Eh
HOMO level: -8.0296 eV
Kohn-Sham gap: 8.3 eV

=====

Computed relative energies in units of hartree: i 0.0000; ii 0.0916

=====

## i
ORCA calculation (ωB97M-V/def2-TZVPD) on a 2-piece molecular cluster, CH2I2 overall.

```
5
Properties=species:S:1:pos:R:3:lowdin_charge:R:1
C 0.548 -0.309 0.030 -0.628
I 1.104 1.715 0.003 0.671
I -2.802 0.061 0.007 0.013
H 0.620 -0.943 0.988 0.017
H 0.530 -0.524 -1.029 -0.073
```

lowest unoccupied orbital energy (alpha / beta): -0.040 / -0.103 Eh
HOMO level (alpha / beta): -9.7485 / -8.8334 eV
Kohn-Sham gap (alpha / beta): 8.7 / 6.0 eV

=====

## ii
ORCA calculation (ωB97M-V/def2-TZVPD) on CH2I2 as an isolated structure.

```
5
Properties=species:S:1:pos:R:3:lowdin_charge:R:1
C -0.152 0.163 0.039 -1.251
I 0.172 -2.041 -0.014 0.539
I 1.615 1.244 -0.109 0.683
H -0.726 0.202 1.030 -0.030
H -0.910 0.431 -0.947 0.058
```

lowest unoccupied orbital energy: -0.014 Eh
HOMO level: -9.4125 eV
Kohn-Sham gap: 9.0 eV

=====

Computed relative energies in units of hartree: i 0.0653; ii 0.0000